ORCA calculation (ωB97M-V/def2-TZVPD) on 2 unconnected molecules or ions with the total composition C4H11N2O in a non-equilibrium geometry.

Values from the calculation:
* energy: -9345.0150 eV
* frontier orbital gap: 8.2 eV
* lowest unoccupied orbital energy: -5.62 eV
* energy above the lowest of the compared OMol25 structures with the same formula, charge and spin: 88.59 kcal/mol

```
! RIJCOSX wB97M-V def2-TZVPD def2/J DEFGRID3
* xyz 1 1
C 0.2040 -0.7745 0.5853
C 3.0959 -0.3068 -0.0924
C -2.7261 0.3843 0.0706
C 0.8512 0.5087 0.1337
N 2.0874 0.7269 -0.1600
N -1.8221 -0.5380 -0.6018
O 0.5845 -1.9144 0.4162
H -0.5320 -0.4042 1.2593
H 4.0926 0.2121 -0.1270
H 2.9880 -0.9114 0.8350
H 3.0008 -0.9195 -1.0535
H -2.7900 0.2190 1.2203
H -2.2443 1.4087 0.1103
H -3.7813 0.2290 -0.4397
H 0.0846 1.3336 0.1994
H 2.4273 1.6022 -0.5367
H -1.8927 -1.4953 -0.2267
H -2.0526 -0.5230 -1.5984
*
```

Partial atomic charges computed with the Mulliken method, in multiples of e: 0.14 -0.79 -0.71 0.16 -0.04 -0.51 -0.47 0.32 0.33 0.32 0.33 0.29 0.24 0.32 0.20 0.33 0.29 0.24

=====

ORCA calculation (ωB97M-V/def2-TZVPD) on a molecular structure, C26H34BeN3O4P2STe in a non-equilibrium geometry.

Values from the calculation:
* energy: -77280.9396 eV
* frontier orbital gap: 5.5 eV
* lowest unoccupied orbital energy: -3.63 eV
* energy above the lowest of the compared OMol25 structures with the same formula, charge and spin: 0.00 kcal/mol

```
! RIJCOSX wB97M-V def2-TZVPD def2/J DEFGRID3
* xyz 1 1
Be 0.2025 0.6083 0.4826
O 2.6467 1.5266 0.0148
N 1.8090 0.4420 -0.1567
C 2.3969 -0.5967 -0.6604
C 1.8150 -1.8740 -0.9642
C 2.7006 -2.8917 -1.3618
C 2.2540 -4.1501 -1.7076
C 0.8971 -4.4488 -1.6599
C -0.0019 -3.4661 -1.2891
C 0.4336 -2.1925 -0.9428
P -0.7477 -0.8231 -0.8068
C -0.8110 -0.6026 -2.6090
C -1.6659 -1.3780 -3.3851
C -1.5322 -1.3620 -4.7607
C -0.5457 -0.5930 -5.3602
C 0.3020 0.1827 -4.5845
C 0.1748 0.1756 -3.2070
C -2.4148 -1.2976 -0.2947
C -3.3675 -0.3171 -0.5873
C -4.6317 -0.3871 -0.0397
C -4.9476 -1.4222 0.8280
C -4.0080 -2.3980 1.1181
C -2.7401 -2.3418 0.5625
H 2.1210 2.2304 0.4396
H 3.4551 -0.4781 -0.8896
H 3.7586 -2.6738 -1.3907
H 2.9595 -4.8957 -2.0385
H 0.5394 -5.4261 -1.9445
H -1.0629 -3.6744 -1.2938
H -2.4223 -1.9874 -2.9118
H -2.1919 -1.9552 -5.3734
H -0.4338 -0.6015 -6.4336
H 1.0611 0.7926 -5.0497
H 0.8315 0.7617 -2.5795
H -3.1004 0.5000 -1.2455
H -5.3654 0.3696 -0.2725
H -5.9202 -1.4591 1.2941
H -4.2593 -3.2113 1.7808
H -2.0142 -3.1147 0.7818
C -2.7666 4.8994 -0.5886
C -1.3015 4.7771 -0.2101
O -1.2236 4.2767 1.1292
P -0.4778 2.9488 1.5778
O -0.3690 2.0143 0.3670
Te -1.5586 2.1935 3.5115
O 1.0914 3.3638 1.7202
C 1.4316 4.2746 2.7661
C 2.4014 5.3153 2.2393
H -2.8593 5.2396 -1.6157
H -3.2743 5.5979 0.0727
H -3.2510 3.9271 -0.4993
H -0.7974 5.7489 -0.2265
H -0.7798 4.0948 -0.8912
H 1.8778 3.7005 3.5826
H 0.5150 4.7449 3.1342
H 3.3546 4.8599 1.9776
H 2.5780 6.0722 2.9978
H 1.9859 5.7918 1.3544
C 3.3499 -0.6281 3.4875
N 2.5460 -1.6881 2.9332
C 1.3276 -1.5376 2.4327
S 0.4834 -0.0387 2.5105
N 0.6935 -2.6089 1.9488
C 1.2803 -3.9254 1.8224
H 4.3885 -0.9479 3.4837
H 3.0512 -0.3965 4.5112
H 3.2349 0.2738 2.8893
H 2.8814 -2.6286 3.0888
H -0.2653 -2.4706 1.6603
H 2.2227 -3.8715 1.2689
H 0.5957 -4.5562 1.2635
H 1.4593 -4.3866 2.7983
*
```

Partial atomic charges computed with the Mulliken method, in multiples of e: -0.22 -0.56 0.86 -1.20 0.93 -0.89 -0.83 -0.74 -1.10 0.91 0.80 0.86 -0.27 -0.86 -0.56 -0.89 -0.36 0.94 -0.60 -0.75 -0.57 -1.00 0.08 0.43 0.49 0.47 0.44 0.52 0.35 0.40 0.44 0.42 0.46 0.40 0.48 0.44 0.41 0.46 0.06 -1.18 0.02 -0.18 -0.30 0.91 -0.17 -0.11 -0.39 -1.22 0.39 0.33 0.24 0.28 0.16 0.28 0.40 0.29 0.41 0.27 -0.85 -0.08 0.11 -0.42 -0.02 -1.43 0.36 0.31 0.28 0.25 0.10 0.50 0.33 0.46

=====

ORCA calculation (ωB97M-V/def2-TZVPD) on a molecular structure, C26H34Cl5IrN8S in a non-equilibrium geometry.

Values from the calculation:
* energy: -115689.9945 eV
* frontier orbital gap (alpha / beta): 6.8 / 6.1 eV
* expectation value of S²: 6.10
* lowest unoccupied orbital energy (alpha / beta): -5.69 / -7.17 eV
* energy above the lowest of the compared OMol25 structures with the same formula, charge and spin: 0.00 kcal/mol

```
! RIJCOSX wB97M-V def2-TZVPD def2/J DEFGRID3
* xyz 2 5
Ir 0.4264 -0.7385 0.0168
Cl 0.2396 -2.8084 1.3160
C 0.8954 -3.3733 -0.2617
C 0.7499 -2.3542 -1.1718
C 3.7448 -2.9560 -1.1214
Cl 3.0682 -1.1938 -1.5369
C 3.5647 -4.2393 -1.3863
Cl 4.7997 -4.9712 -2.3890
C 2.5029 -5.1422 -0.8989
Cl 2.8270 -6.8193 -0.9798
C 1.3496 -4.7292 -0.2975
Cl 0.3450 -5.8552 0.5496
C 1.3404 -2.3136 -2.4494
N 2.5914 0.2979 -2.2650
C 4.4615 -0.4761 -0.6556
C 1.6661 1.1971 -1.9517
N 0.5413 0.9321 -1.1806
C -0.7678 1.4835 -1.3551
C -1.1451 2.4715 -2.2546
C -2.4239 3.0043 -2.2873
C -3.3845 2.5631 -1.3901
C -3.0500 1.5405 -0.5240
C -1.7776 0.9648 -0.5378
N -1.4578 -0.1184 0.2971
C -2.4466 -0.8750 0.8543
N -2.4576 -1.0486 2.1782
C -1.6868 -0.1526 3.0419
C -2.9733 -2.2564 2.8245
N -3.3830 -1.4320 0.0823
C -3.1672 -1.6163 -1.3512
C -4.7607 -1.6543 0.5183
N 2.0198 2.4503 -2.3592
C 1.7165 3.7431 -1.7434
C 3.0238 2.6142 -3.4221
H 1.7750 -3.2274 -2.8377
H 1.0043 -1.5825 -3.1804
H 2.0291 -1.2604 -0.3044
H 3.8250 -1.2779 -2.6437
H 5.2483 -1.2122 -0.5866
H 4.5547 0.5953 -0.7310
H -0.4540 2.8326 -2.9843
H -2.6543 3.7693 -3.0157
H -4.3789 2.9867 -1.3829
H -3.7873 1.1667 0.1762
H -1.8372 0.8830 2.7393
H -0.6198 -0.3839 3.0184
H -2.0534 -0.2780 4.0582
H -3.8361 -2.0318 3.4510
H -2.1886 -2.6756 3.4550
H -3.2452 -2.9981 2.0804
H -2.1029 -1.6519 -1.5692
H -3.6267 -0.8077 -1.9231
H -3.6233 -2.5608 -1.6436
H -4.9084 -1.3006 1.5329
H -5.0264 -2.7092 0.4548
H -5.4206 -1.0902 -0.1433
H 1.4938 3.6507 -0.6799
H 0.9439 4.3150 -2.2440
H 2.6199 4.3447 -1.8323
H 2.6651 3.3894 -4.0999
H 3.1794 1.6997 -3.9757
H 3.9726 2.9396 -2.9917
C 1.3674 1.4005 4.7891
N 0.8478 2.0252 3.5754
C 0.1202 3.2047 3.5492
C -0.1692 3.4663 2.2594
N 0.4046 2.4549 1.5176
C 1.0154 1.5740 2.3214
S 1.8723 0.1483 1.8489
H 2.0106 2.1037 5.3127
H 1.9411 0.5213 4.5130
H 0.5399 1.1122 5.4342
H -0.1201 3.7429 4.4490
H -0.7255 4.2701 1.8114
H 0.3555 2.3133 0.5131
*
```

Partial atomic charges computed with the Mulliken method, in multiples of e: 0.35 -0.24 0.64 0.29 -0.80 0.57 0.40 -0.17 0.43 -0.13 -0.24 -0.17 -1.30 -0.89 -0.65 0.18 0.62 0.76 -1.24 -1.08 -1.06 -0.72 0.56 1.07 -0.63 0.21 -0.92 -1.31 0.19 -0.92 -1.28 0.10 -0.91 -1.21 0.48 0.36 0.28 0.53 0.37 0.28 0.79 0.46 0.47 0.50 0.28 0.27 0.48 0.38 0.47 0.42 0.20 0.31 0.44 0.42 0.39 0.41 0.23 0.35 0.43 0.41 0.39 0.37 -0.87 0.18 -0.69 -0.49 0.55 0.24 -0.49 0.38 0.33 0.34 0.51 0.50 -0.15

=====

ORCA calculation (ωB97M-V/def2-TZVPD) on a gas-phase ion, C7H12 (charge +1) in a non-equilibrium geometry.

Values from the calculation:
* energy: -7442.6244 eV
* frontier orbital gap (alpha / beta): 8.3 / 5.3 eV
* expectation value of S²: 0.76
* lowest unoccupied orbital energy (alpha / beta): -5.46 / -8.36 eV
* energy above the lowest of the compared OMol25 structures with the same formula, charge and spin: 42.17 kcal/mol

```
! RIJCOSX wB97M-V def2-TZVPD def2/J DEFGRID3
* xyz 1 2
C -0.9899 -0.0297 1.5711
C -1.0965 0.8776 0.3456
C 0.2452 1.1065 -0.3183
C 0.8590 2.2758 -0.3699
C 0.9629 -0.1270 -0.9146
C 0.7108 -1.4353 -0.2472
C 0.0566 -2.4657 -0.8982
H -1.2084 -1.0919 1.4357
H -1.6548 0.3550 2.3249
H -0.0118 0.0159 2.0353
H -1.8595 0.5473 -0.3675
H -1.4068 1.8746 0.6590
H 0.3248 3.1961 -0.1734
H 1.8820 2.3748 -0.6962
H 0.4347 -0.2094 -1.8736
H 2.0428 -0.0140 -0.9935
H 1.1151 -1.5608 0.7564
H 0.3970 -3.4853 -0.7654
H -0.8031 -2.2044 -1.5100
*
```

Partial atomic charges computed with the Mulliken method, in multiples of e: -1.20 -0.44 0.61 -1.05 -0.56 -0.08 -0.57 0.34 0.37 0.36 0.31 0.37 0.29 0.29 0.34 0.45 0.49 0.32 0.34

=====

ORCA calculation (ωB97M-V/def2-TZVPD) on a gas-phase ion, C7H12N (charge +1) in a non-equilibrium geometry.

Values from the calculation:
* energy: -8930.6194 eV
* frontier orbital gap (alpha / beta): 6.2 / 9.3 eV
* lowest unoccupied orbital energy (alpha / beta): -5.06 / -4.07 eV
* energy above the lowest of the compared OMol25 structures with the same formula, charge and spin: 147.19 kcal/mol

```
! RIJCOSX wB97M-V def2-TZVPD def2/J DEFGRID3
* xyz 1 1
C 0.6347 1.2411 0.4130
C -0.4828 0.7594 0.1523
C -2.6495 0.9281 -0.8546
C -1.8038 0.3094 0.0309
C 2.0347 0.9894 -0.1612
C 1.3834 -1.4550 -0.3614
C -2.1325 -0.9623 0.8479
N 2.3964 -0.5642 -0.0091
H 0.6988 2.1305 1.0435
H -3.6821 0.6716 -0.8497
H -2.2790 1.5818 -1.5128
H 2.0665 1.0513 -1.1581
H 2.9398 1.4447 0.2667
H 0.8828 -2.1026 0.3800
H 0.8001 -1.1500 -1.1981
H -3.2585 -1.1119 0.9414
H -1.6150 -0.9528 1.7287
H -1.6829 -1.6852 0.0769
H 3.1226 -0.4683 -0.7087
H 2.6263 -0.6551 0.9326
*
```

Partial atomic charges computed with the Mulliken method, in multiples of e: -0.19 0.10 -1.07 0.43 -0.74 -0.77 -1.04 -0.09 0.37 0.31 0.39 0.44 0.45 0.34 0.48 0.36 0.35 0.20 0.36 0.33

=====

ORCA calculation (ωB97M-V/def2-TZVPD) on C17H16N2O2 in the gas phase in a non-equilibrium geometry.

Values from the calculation:
* energy: -24964.1058 eV
* frontier orbital gap: 8.6 eV
* lowest unoccupied orbital energy: 0.34 eV
* energy above the lowest of the compared OMol25 structures with the same formula, charge and spin: 28.51 kcal/mol
* structure (SMILES): Cc1ccc(-c2nn(C)c(=O)c3ccccc23)cc1CO

```
! RIJCOSX wB97M-V def2-TZVPD def2/J DEFGRID3
* xyz 0 1
C 3.9166 -2.3110 2.7412
C 2.7682 -1.7176 1.9852
C 1.7058 -1.1408 2.6673
C 0.6384 -0.5724 1.9973
C 0.6208 -0.5597 0.6072
C -0.5006 0.0258 -0.1421
N -0.9790 -0.7009 -1.1013
N -2.0220 -0.2923 -1.8135
C -2.4613 -1.1945 -2.8546
C -2.7269 0.8776 -1.6140
O -3.7091 1.1312 -2.2894
C -2.1721 1.7391 -0.5685
C -2.7534 2.9848 -0.3259
C -2.2102 3.8271 0.6164
C -1.0637 3.4450 1.3117
C -0.4818 2.2182 1.0883
C -1.0415 1.3295 0.1614
C 1.6710 -1.1562 -0.0823
C 2.7356 -1.7362 0.5866
C 3.8579 -2.3835 -0.1901
O 3.6216 -2.5082 -1.5687
H 3.8024 -2.1384 3.8082
H 3.9754 -3.3862 2.5719
H 4.8591 -1.8735 2.4153
H 1.7122 -1.1392 3.7481
H -0.1898 -0.1600 2.5545
H -1.9020 -2.1205 -2.7551
H -2.2836 -0.7487 -3.8345
H -3.5312 -1.3753 -2.7497
H -3.6239 3.2594 -0.9022
H -2.6588 4.7901 0.8085
H -0.6251 4.1222 2.0300
H 0.4189 1.9396 1.6137
H 1.6562 -1.1419 -1.1617
H 4.0803 -3.3699 0.2475
H 4.7629 -1.7721 -0.1048
H 2.8157 -3.0210 -1.6973
*
```

Partial atomic charges computed with the Mulliken method, in multiples of e: -1.60 1.11 -0.90 -0.90 0.21 0.19 -0.78 0.54 -0.89 0.42 -0.72 -0.17 -0.56 -0.52 -0.71 -0.52 0.85 -0.62 0.53 -0.79 -0.56 0.37 0.35 0.33 0.33 0.62 0.35 0.28 0.29 0.49 0.41 0.41 0.54 0.63 0.34 0.32 0.34